# 1
The following is a quantum chemistry calculation of a structure of composition C5H16BGaNO, from the Open Molecules 2025 dataset.

Element x y z (Å)
C (-0.94494, 1.53715, 0.00336)
C (-1.60444, 0.55923, -0.97127)
C (-1.19199, 0.93329, -2.39871)
C (-1.23742, -0.92121, -0.71325)
C (-0.89765, -1.33196, 0.73808)
Ga (1.07685, -1.83358, 1.02014)
B (2.35674, -0.13918, 1.31144)
N (2.09161, 0.99253, 2.15537)
O (3.55260, 0.01644, 0.57840)
H (-0.92845, 2.54747, -0.41707)
H (0.07881, 1.22674, 0.21649)
H (-1.47834, 1.59062, 0.95372)
H (-2.69469, 0.66845, -0.92120)
H (-1.54073, 1.93307, -2.67343)
H (-0.09949, 0.94355, -2.46398)
H (-1.55452, 0.20180, -3.12461)
H (-0.41180, -1.18863, -1.38329)
H (-2.09266, -1.51824, -1.05666)
H (-1.24917, -0.57842, 1.45018)
H (-1.45274, -2.24476, 0.97779)
H (1.16843, -2.90129, 2.24911)
H (1.53825, -2.58536, -0.35067)
H (2.43280, 1.90001, 1.86428)
H (1.15590, 1.05033, 2.52486)
H (3.92705, -0.85806, 0.43089)

Output
Total charge = -1
Energy above the lowest of the compared OMol25 structures with the same formula, charge and spin = 0.0 kJ/mol
Gap between HOMO and LUMO = 7.4 eV
LUMO = 0.1326 Eh

Partial atomic charges computed with the Löwdin method, in multiples of e: -0.095, -0.440, -0.112, -0.295, -0.347, 0.328, -0.757, 0.095, -0.019, 0.067, 0.057, 0.068, 0.119, 0.063, 0.080, 0.069, 0.068, 0.092, 0.019, 0.016, -0.125, -0.095, 0.056, 0.040, 0.048

# 2
The following is a quantum chemistry calculation of a structure of composition C15H23AgBBrF2NO11P, from the Open Molecules 2025 dataset.

Element x y z (Å)
C (-0.06914, 1.69419, 3.84105)
C (0.58909, 1.28749, 2.48458)
P (-0.47576, 0.05476, 1.48038)
C (-1.73571, -1.32635, 0.91629)
C (-2.73949, -0.91990, -0.17283)
C (-4.03246, -0.23698, 0.37691)
C (-5.04611, -1.25575, 0.95354)
O (-6.03205, -0.88162, 1.44054)
O (-4.84367, -2.61218, 0.85269)
O (-0.33991, 0.91318, 0.01810)
C (0.89806, 0.61996, -0.67417)
C (0.29160, 0.07886, -2.04646)
C (-0.65979, 1.07754, -2.73822)
O (-1.20763, 0.40503, -3.90872)
C (-0.87996, 1.05653, -5.06197)
O (-0.67859, 0.48637, -6.04230)
C (1.52561, 1.96654, -1.09422)
C (2.65497, 2.59124, -0.28794)
O (2.77697, 2.63935, 0.85694)
Br (4.08824, 3.44156, -1.36238)
C (1.65961, -0.60774, -0.03907)
B (3.10145, -0.48641, 0.71046)
O (3.21994, -1.09479, 1.93918)
O (4.23065, 0.14825, 0.25945)
N (1.76797, -1.83965, -0.88559)
C (2.87777, -1.92474, -1.72199)
O (3.51192, -2.88051, -1.77242)
F (3.24113, -0.88935, -2.48199)
C (1.42991, -3.05962, -0.24324)
O (1.96541, -3.60798, 0.59441)
F (0.34165, -3.64858, -0.78783)
O (0.81030, -1.01326, 1.03944)
H (0.71120, 2.26322, 4.45844)
H (-0.89809, 2.39949, 3.71194)
H (-0.46543, 0.76918, 4.39796)
H (1.59445, 0.92598, 2.74075)
H (0.60338, 2.21929, 1.90361)
H (-1.57937, 0.90829, 1.87786)
H (-0.46889, -0.71054, 2.73332)
H (-2.32600, -1.61481, 1.80663)
H (-1.15812, -2.21616, 0.64601)
H (-3.09273, -1.86380, -0.63527)
H (-2.34240, -0.32068, -0.99875)
H (-4.54078, 0.16674, -0.51346)
H (-3.82026, 0.53919, 1.12120)
H (-4.00468, -2.88841, 1.24900)
H (1.08407, -0.12912, -2.78378)
H (-0.31678, -0.82026, -1.87194)
H (-1.52612, 1.37794, -2.13185)
H (-0.17873, 1.99547, -3.10816)
H (-0.84936, 2.16600, -5.10771)
H (1.85233, 1.90544, -2.14325)
H (0.72077, 2.72252, -1.11379)
H (4.16066, -1.32446, 2.02217)
H (4.13610, 0.50475, -0.63709)
Ag (0.46276, 0.84932, 5.93354)

Output
Total charge = +1
Energy above the lowest of the compared OMol25 structures with the same formula, charge and spin = 233.4 kJ/mol
Spin multiplicity = 2
Gap between HOMO and LUMO (alpha / beta) = 6.4 / 6.2 eV
LUMO (alpha / beta) = -0.2271 / -0.2394 Eh

Partial atomic charges computed with the Löwdin method, in multiples of e: -0.214, -0.259, 0.662, -0.163, -0.202, -0.072, -0.526, 0.167, 0.084, -0.233, -0.312, -0.073, -0.166, -0.025, -0.386, 0.154, -0.091, -0.787, 0.074, 0.735, -0.204, -0.607, 0.181, 0.191, 0.141, -0.524, 0.258, 0.167, -0.494, 0.291, 0.140, -0.229, 0.075, 0.094, 0.025, 0.093, 0.093, 0.076, 0.093, 0.090, 0.088, 0.136, 0.086, 0.136, 0.114, 0.101, 0.129, 0.129, 0.125, 0.110, 0.156, 0.110, 0.154, 0.136, 0.081, 0.893

# 3
The following is a quantum chemistry calculation of the molecule C23H26N4O3, from the Open Molecules 2025 dataset.

Element x y z (Å)
C (8.00721, -1.57628, -0.62345)
H (8.22507, -0.56304, -0.27846)
H (7.62383, -1.52516, -1.64494)
H (8.90543, -2.18888, -0.58737)
O (7.07290, -2.20604, 0.23095)
C (5.87308, -1.62037, 0.34413)
N (5.64039, -0.50668, -0.33500)
C (4.46101, 0.09013, -0.23885)
C (3.42138, -0.40345, 0.56239)
C (3.69455, -1.57945, 1.26703)
C (4.91493, -2.20617, 1.17353)
H (5.14737, -3.11225, 1.70567)
H (2.90474, -1.97618, 1.88747)
C (2.05492, 0.17230, 0.74860)
O (1.25307, -0.36161, 1.49609)
N (1.78150, 1.30011, 0.06013)
H (2.48967, 1.67952, -0.54490)
C (0.46679, 1.92576, 0.07874)
C (-0.59636, 0.95150, -0.31480)
C (-1.77088, 0.76644, 0.38301)
N (-2.48235, -0.16947, -0.28959)
N (-1.81941, -0.59824, -1.37157)
C (-0.68039, 0.06311, -1.39707)
H (0.03246, -0.11822, -2.17743)
C (-3.73476, -0.69904, 0.08029)
C (-3.88029, -1.16141, 1.38411)
C (-5.09348, -1.66427, 1.80740)
C (-6.15887, -1.71129, 0.92651)
C (-6.02376, -1.26621, -0.38043)
C (-4.79945, -0.75225, -0.82209)
C (-4.66586, -0.26145, -2.23026)
H (-3.64854, 0.04893, -2.44243)
H (-5.34223, 0.57575, -2.40483)
H (-4.92831, -1.05328, -2.92972)
C (-7.19210, -1.33409, -1.31613)
H (-8.06573, -1.73757, -0.81084)
H (-7.43864, -0.34420, -1.69836)
H (-6.96204, -1.96996, -2.17027)
H (-7.10921, -2.10545, 1.25667)
H (-5.20701, -2.02491, 2.81852)
H (-3.03133, -1.14008, 2.04898)
C (-2.17599, 1.53702, 1.58598)
C (-1.34470, 2.82340, 1.60996)
C (0.14093, 2.49292, 1.47187)
H (0.40581, 1.73558, 2.21016)
H (0.74862, 3.38177, 1.65250)
H (-1.65357, 3.47439, 0.78808)
H (-1.51653, 3.35615, 2.54677)
H (-1.96299, 0.96031, 2.49040)
H (-3.24731, 1.75448, 1.56844)
H (0.50236, 2.74304, -0.65416)
O (4.30280, 1.22150, -0.96234)
C (5.41154, 1.63524, -1.74022)
H (5.67594, 0.86975, -2.47192)
H (5.09693, 2.54780, -2.24270)
H (6.27690, 1.83003, -1.10424)

Output
Energy above the lowest of the compared OMol25 structures with the same formula, charge and spin = 166.1 kJ/mol
Gap between HOMO and LUMO = 8.9 eV
LUMO = 0.0231 Eh

Partial atomic charges computed with the Löwdin method, in multiples of e: -0.073, 0.089, 0.090, 0.091, -0.047, -0.337, 0.192, -0.267, -0.038, 0.013, 0.019, 0.115, 0.124, -0.435, 0.065, 0.129, 0.117, -0.240, -0.130, -0.160, -0.051, 0.084, -0.074, 0.110, -0.141, -0.017, -0.075, -0.050, -0.233, -0.152, -0.032, 0.057, 0.086, 0.087, -0.048, 0.075, 0.082, 0.084, 0.107, 0.103, 0.116, -0.116, -0.176, -0.136, 0.113, 0.115, 0.120, 0.111, 0.121, 0.124, 0.156, -0.083, -0.059, 0.092, 0.093, 0.092